Entry 1:
Density functional theory data (wB97M-V/def2-TZVPD) for a structure of composition C38H76O14.

The geometry in XYZ format:
```
128
Properties=species:S:1:pos:R:3
O 2.51897 -3.50098 -2.90507
C 3.57707 -2.82568 -2.91533
O 4.17957 -2.28843 -1.93157
C 3.49899 -2.11031 -0.66767
C 4.29293 -1.09025 0.25095
C 4.30511 -2.78256 -4.23387
H 3.40931 -3.08313 -0.13192
H 2.57133 -1.72301 -0.82452
H 5.45740 -1.34698 0.61431
H 3.71585 -1.06556 1.25186
H 4.32991 -0.09876 -0.31018
H 5.44440 -3.14982 -4.05542
H 4.26140 -1.89192 -4.56473
H 3.91897 -3.44705 -5.03568
O 2.87499 1.70612 -2.01501
C 2.82783 1.98097 -3.25891
O 2.14130 1.41787 -4.16117
C 1.37356 0.26065 -3.92398
C 1.20115 -0.51311 -5.31797
C 3.66948 3.22037 -3.70499
H 0.54055 0.57201 -3.63032
H 1.83503 -0.51686 -3.25777
H 0.24640 -1.10763 -5.04584
H 2.12791 -0.98150 -5.54339
H 0.87718 0.02573 -6.13983
H 3.65535 3.35214 -4.78792
H 4.73094 3.32261 -3.15867
H 3.11392 4.22562 -3.44661
C -0.37641 5.14770 -0.39125
C -0.02507 3.69580 -0.56745
O -0.73618 2.63952 -0.01685
C 1.21293 3.35796 -1.58249
H 0.50510 5.52614 -0.05526
H -1.22180 5.19222 0.31635
H -0.71738 5.41272 -1.29246
H 1.68452 2.29915 -1.75404
H 2.18376 3.77821 -1.28818
H 1.12122 3.86973 -2.56464
C -4.98139 -0.92980 2.52777
C -4.10700 -0.07728 3.42101
O -2.81973 -0.50687 3.71169
C -4.57335 1.27182 3.94184
H -5.93695 -1.10965 2.89878
H -4.60785 -1.92713 2.48825
H -5.01248 -0.37724 1.55620
H -4.07637 1.74302 4.60224
H -5.63823 1.05117 4.36276
H -4.56368 1.99685 2.97513
C 0.33041 0.08668 -0.02437
C -0.56696 -1.06843 0.54271
O 0.04204 -2.26237 0.83962
C -1.99429 -0.81812 0.91461
H -0.27638 0.98375 -0.11729
H 0.46436 -0.21404 -0.88959
H 1.36612 0.29646 0.34207
H -2.00137 -0.16191 1.79034
H -2.34387 -1.78959 1.01328
H -2.32643 -0.49416 0.14104
C 2.92867 1.75810 1.24039
C 3.03895 2.55330 2.41008
O 3.56738 2.11940 3.53412
C 2.54209 3.93809 2.28636
H 3.27345 2.24140 0.41945
H 1.96602 1.48771 0.95429
H 3.58542 0.83858 1.39589
H 1.72034 3.93006 2.66271
H 2.83507 4.56430 1.27501
H 2.89263 4.47395 3.05664
C -0.32411 -5.04522 0.83633
C 0.95123 -5.79021 0.43737
O 1.21874 -7.10896 0.94165
C 2.05080 -5.08644 -0.31485
H -0.93210 -4.80369 0.17354
H -0.17532 -4.01321 1.10482
H -0.74697 -5.50907 1.64034
H 2.89000 -5.48920 -0.61493
H 2.32466 -4.41691 0.31524
H 1.48416 -4.54644 -1.03006
C -0.57861 -2.59727 4.10165
C -0.55572 -2.45671 5.55350
O 0.24166 -1.60315 6.16980
C -1.44966 -3.32854 6.51295
H -0.17815 -3.51171 3.68734
H 0.25666 -2.10680 3.53756
H -1.60285 -2.40473 3.88972
H -1.43329 -3.22332 7.52347
H -1.04407 -4.42160 6.48269
H -2.47421 -3.29296 6.19217
C -3.35272 3.51426 0.48626
C -3.32575 2.20247 -0.43649
O -4.30105 2.04999 -1.28567
C -2.35451 1.13876 -0.05569
H -3.67525 3.34020 1.45197
H -3.56390 4.44014 -0.02057
H -2.41010 3.76771 0.43261
H -2.72666 0.27623 -0.50192
H -2.27167 0.92876 1.07620
H -1.24278 1.46084 -0.26949
C -0.10464 -2.27383 -2.06339
C -1.10333 -3.40333 -2.40908
O -0.80179 -4.65135 -2.59480
C -2.63204 -2.95283 -2.33510
H -0.30220 -1.28440 -2.64203
H 0.92926 -2.90724 -2.13047
H -0.10534 -2.00061 -1.04811
H -3.12529 -3.80394 -2.65500
H -2.86716 -2.02004 -3.18497
H -2.94476 -2.76441 -1.30347
C 0.47565 1.96361 -3.97238
C -0.50034 0.99524 -3.34441
O -0.09372 0.06721 -2.39925
C -1.86457 0.87619 -3.89405
H -0.04025 2.72740 -4.19568
H 0.90303 1.80592 -4.92758
H 1.40790 2.06694 -3.33908
H -2.27154 1.83011 -3.52004
H -2.24235 0.12878 -3.43936
H -1.82550 0.91652 -4.96474
C -2.14648 3.14272 3.14492
C -1.34466 2.45968 4.25362
O -0.94551 3.14696 5.25423
C -1.19244 0.94229 4.13536
H -1.84953 4.18584 3.42910
H -3.18806 3.14360 3.36801
H -2.12299 2.51141 2.21411
H -0.49651 0.63886 3.37407
H -2.34226 0.46549 3.70141
H -1.01513 0.60624 5.24513
```

Results
Energy relative to the best compared isomer or geometry (same formula, charge and spin) (kJ/mol): 4560.72
E_HOMO (eV): -7.747
Orbital gap (eV): 6.43

=====

Entry 2:
Density functional theory data (wB97M-V/def2-TZVPD) for a cluster of 11 separate species, C38H76O16 in total.

The geometry in XYZ format:
```
130
Properties=species:S:1:pos:R:3
C -1.35453 5.24252 2.82732
C -0.11822 5.21389 1.79011
O 0.27705 3.92493 1.55320
C 1.47648 3.73568 0.93622
C 1.86308 2.32377 0.96291
O 2.02348 4.63434 0.42798
H -2.27728 4.92344 2.21643
H -1.52127 6.33624 3.29771
H -1.12729 4.89659 3.94010
H -0.52607 5.73785 0.85540
H 0.60681 5.90644 2.29519
H 2.64034 2.25578 0.30327
H 0.96304 1.47819 0.91648
H 2.37130 2.22482 1.87684
C -1.66803 2.03919 -1.69579
C -1.89230 0.54291 -1.31482
O -0.70860 0.13646 -0.57095
C -0.85226 -1.18763 0.08284
C 0.13621 -1.48924 1.06702
O -1.80416 -1.95868 -0.12329
H -2.23652 2.23470 -2.47777
H -0.63057 1.96434 -1.89303
H -1.98542 2.59996 -0.78416
H -2.78577 0.54761 -0.98583
H -1.74120 -0.02141 -2.34440
H 0.71728 -2.35371 0.87807
H -0.52113 -1.44505 1.94494
H 0.91404 -0.67968 0.99146
C 3.13663 3.75027 -5.00594
C 3.20090 2.98083 -3.65133
O 2.44289 1.77151 -3.68151
C 2.69304 0.72908 -2.80870
C 1.65131 -0.44861 -2.97972
O 3.61869 0.68974 -1.94053
H 2.23860 4.06619 -5.26079
H 3.35035 3.28044 -5.79518
H 3.80534 4.53722 -5.06821
H 4.14655 2.61057 -3.57715
H 2.80069 3.32017 -2.86522
H 1.34111 -0.81111 -2.04647
H 1.87917 -1.33543 -3.65133
H 0.79734 -0.03903 -3.43443
C 3.73774 -4.89527 2.57033
C 2.68043 -5.24582 1.44366
O 3.31171 -4.94115 0.25594
C 2.57904 -4.83032 -0.95812
C 3.32425 -4.52803 -2.12052
O 1.37956 -5.02060 -0.98610
H 4.20840 -3.80493 2.63437
H 4.47213 -5.51107 2.52842
H 3.48328 -5.04488 3.62283
H 2.32479 -6.27168 1.39162
H 1.77002 -4.73963 1.45144
H 4.08559 -5.18194 -2.22925
H 3.86054 -3.61803 -1.92622
H 2.81187 -4.53556 -3.12944
C -4.52100 -3.38341 -5.94789
C -3.08552 -2.82088 -5.83958
O -2.37111 -3.37866 -4.84466
C -1.45544 -2.66021 -4.21872
C -0.79851 -3.35404 -3.09484
O -1.17744 -1.44505 -4.43646
H -5.04977 -2.77226 -6.62042
H -4.95215 -2.99281 -4.95870
H -4.57018 -4.43280 -6.05515
H -2.60926 -3.05667 -6.69278
H -3.20645 -1.69311 -6.01483
H -0.51635 -4.13453 -3.31878
H -1.59482 -3.42425 -2.10092
H -0.07204 -3.02166 -2.66246
C -4.99358 2.47003 -4.38612
C -4.99669 1.46740 -3.18912
C -4.97434 0.01722 -3.61262
O -5.21406 1.84158 -1.98490
H -4.54512 3.49229 -3.98033
H -6.09123 2.57945 -4.77532
H -4.21389 2.23414 -5.06766
H -3.86265 -0.32076 -3.94665
H -5.64872 -0.08589 -4.37737
H -5.14827 -0.49034 -2.61893
C 2.81645 -2.17962 5.36744
C 1.62683 -1.28112 5.23733
C 1.62178 -0.06619 5.99343
O 0.71952 -1.30068 4.25319
H 3.69673 -1.61500 5.50412
H 2.87623 -2.61870 4.51843
H 2.91150 -2.88261 6.16377
H 2.25899 0.84588 5.82002
H 1.99757 -0.15253 7.01983
H 0.48595 0.33062 6.09104
C 6.05489 0.89654 1.18173
C 4.74264 -0.05392 1.33007
C 4.62586 -1.12310 0.34271
O 3.93079 0.01255 2.36921
H 6.77618 0.47508 1.96276
H 5.88703 1.87580 1.49178
H 6.47214 0.64190 0.03934
H 5.31568 -1.23380 -0.42111
H 3.58776 -1.17375 -0.00081
H 4.44685 -2.11741 0.94285
C -2.71083 1.56713 1.98271
C -2.49474 1.74008 3.49219
C -1.48141 0.93718 4.21067
O -3.11492 2.79083 4.17974
H -3.59519 0.83811 1.79336
H -1.90868 1.19223 1.37172
H -2.81655 2.53129 1.44346
H -0.53652 1.43324 4.00559
H -1.52135 -0.12371 3.87549
H -1.80869 1.06095 5.21081
C -2.83033 7.15994 -0.31402
C -4.04017 6.25803 0.05168
C -4.44181 5.00844 -0.97581
O -4.92751 6.77176 0.96971
H -2.00139 6.46965 -0.81276
H -2.25671 7.48711 0.70791
H -3.18069 8.01542 -0.97341
H -4.55638 5.59465 -1.84715
H -5.19084 4.47083 -0.50233
H -3.54783 4.32233 -0.96335
C 0.73662 -5.29969 5.36571
C 0.20227 -5.47476 3.99562
C -0.75602 -4.47285 3.36452
O 0.52751 -6.62406 3.31905
H 0.10919 -5.87917 6.07005
H 0.88733 -4.14889 5.73516
H 1.73557 -5.81794 5.50437
H -1.13360 -3.71998 4.05566
H -1.76808 -5.01553 2.84734
H -0.13151 -3.68451 2.61847
```

Results
Energy relative to the best compared isomer or geometry (same formula, charge and spin) (kJ/mol): 1848.36
E_HOMO (eV): -9.201
Orbital gap (eV): 9.44
SMILES string: CCOC(C)=O.CCOC(C)=O.CCOC(C)=O.CCOC(C)=O.CCOC(C)=O.CC(C)=O.CC(C)=O.CC(C)=O.CC(C)=O.CC(C)=O.CC(C)=O

=====

Entry 3:
Density functional theory data (wB97M-V/def2-TZVPD) for a structure of composition C38H78AgCl8N5O4.

The geometry in XYZ format:
```
134
Properties=species:S:1:pos:R:3
Ag -0.47831 -0.60568 6.14813
C 0.62462 -1.51614 1.95451
C 0.31589 -0.78154 3.25585
C -0.82356 0.19994 3.04946
O -0.04749 -1.67434 4.28638
H 1.02741 -0.95317 1.15024
H -0.23821 -2.02308 1.61301
H 1.42194 -2.21084 2.19459
H 1.25647 -0.27054 3.53977
H -1.01551 0.93263 3.83989
H -1.64653 -0.55318 3.10889
H -0.82138 0.76272 2.13023
C 2.48323 -3.67103 5.16892
Cl 4.17216 -3.36119 5.67450
Cl 2.38874 -4.56337 3.61573
H 2.03814 -4.33503 5.88074
H 1.90172 -2.73750 5.06006
C -1.46423 -4.75093 4.11948
Cl -1.81091 -4.50279 2.35903
Cl -2.91843 -4.50857 5.06101
H -1.00838 -5.74070 4.31242
H -0.84808 -3.89383 4.33974
C 2.95798 2.60517 3.45640
Cl 3.30799 3.64024 2.03808
Cl 1.22697 2.72383 3.95465
H 3.04497 1.57554 3.15043
H 3.52959 2.92235 4.29135
C -2.88143 3.46182 2.94150
Cl -2.15676 3.46050 4.54826
Cl -4.09964 2.16250 2.77984
H -3.43189 4.36229 2.79092
H -2.11579 3.16576 2.22868
C -1.15144 -2.80717 -1.14033
C -2.49805 -2.07614 -1.26443
C -2.88513 -2.10399 -2.75680
C -3.58326 -3.33640 -3.21104
C -4.91861 -3.68192 -2.42326
C -4.61891 -3.88470 -0.89577
N -3.62474 -2.78709 -0.39553
O -3.44392 -2.76709 0.90416
C -5.90501 -3.55011 -0.15966
C -3.98614 -5.22817 -0.56121
C -2.27938 -0.71288 -0.65359
H -1.26406 -3.77288 -1.66830
H -0.96278 -2.97188 -0.09805
H -0.43296 -2.12863 -1.58893
H -3.54235 -1.23744 -2.88760
H -2.00387 -1.82437 -3.34481
H -2.90620 -4.19382 -3.15101
H -3.83233 -3.30135 -4.26898
H -5.33582 -4.58848 -2.83616
H -5.63599 -2.91138 -2.41637
H -6.03544 -2.49797 -0.33121
H -6.72270 -4.09996 -0.62325
H -5.87312 -3.73987 0.91874
H -3.87772 -5.33455 0.52189
H -4.64944 -5.99234 -0.97531
H -3.04508 -5.24906 -1.06163
H -1.77646 -0.02636 -1.35212
H -1.60856 -0.90644 0.17576
H -3.24261 -0.33494 -0.27883
H -2.66326 -2.29727 1.21883
C -2.85004 5.38329 -2.27042
C -2.79072 4.56625 -1.00552
C -2.03316 3.29422 -1.25531
C -0.55591 3.35592 -1.26657
C -0.05318 3.91177 0.04511
C -0.69500 5.28545 0.33090
N -2.16020 5.06281 0.28283
O -2.91689 6.16973 0.76220
C -0.18986 5.68148 1.73615
C -0.13675 6.37100 -0.57494
C -4.14988 4.12295 -0.54009
H -3.01874 6.47542 -2.07818
H -3.64019 5.03467 -2.92766
H -1.98211 5.20198 -2.92231
H -2.25463 2.51937 -0.50629
H -2.42016 2.86252 -2.13443
H -0.12895 3.90895 -2.09653
H -0.08323 2.38391 -1.32572
H 1.05590 4.00914 0.14722
H -0.27385 3.15258 0.82064
H -0.65665 6.58770 2.11302
H -0.33690 4.90196 2.49852
H 0.90340 5.84117 1.73559
H -0.56866 6.43515 -1.57725
H -0.30984 7.35977 -0.10087
H 0.94449 6.33393 -0.60566
H -4.85615 4.94842 -0.42168
H -4.01982 3.73509 0.46321
H -4.57762 3.32816 -1.14050
H -2.72912 6.95337 0.22190
C 3.85407 1.29201 -4.54497
C 4.60792 0.73596 -3.42678
C 4.77352 1.82321 -2.32276
C 3.52602 2.13812 -1.57739
C 3.05755 0.90945 -0.96441
C 2.81730 -0.25136 -1.99421
N 4.06452 -0.50674 -2.74508
O 3.82155 -1.42867 -3.78270
C 2.64147 -1.51135 -1.18494
C 1.49587 -0.07634 -2.75990
C 5.98565 0.37944 -3.84530
H 3.50967 0.44171 -5.11524
H 4.47769 1.86764 -5.25777
H 3.05676 1.94941 -4.22403
H 5.57733 1.44564 -1.66545
H 5.18388 2.68043 -2.83520
H 2.78434 2.59166 -2.23164
H 3.75697 2.80540 -0.73163
H 2.13118 0.93220 -0.40220
H 3.77237 0.56617 -0.19842
H 1.73981 -1.35810 -0.59274
H 2.37727 -2.30696 -1.90099
H 3.45645 -1.71212 -0.53097
H 0.64567 -0.03482 -2.03820
H 1.39184 0.85646 -3.33741
H 1.31668 -0.84073 -3.52288
H 5.94816 -0.40377 -4.60351
H 6.64093 0.05600 -3.03431
H 6.39589 1.27356 -4.27635
H 4.30650 -2.26843 -3.59166
C 1.17457 -4.91575 0.27343
C 2.04014 -6.06180 0.36694
N 2.77184 -6.94293 0.43971
H 0.18875 -5.33345 0.01605
H 1.44705 -4.25951 -0.54532
H 1.12904 -4.31042 1.14889
C 5.35343 -2.77473 2.27732
C 4.28132 -1.73313 2.34355
N 3.54020 -0.87013 2.31405
H 6.14796 -2.44782 2.95808
H 5.72540 -2.79268 1.25427
H 4.98389 -3.75806 2.54684
```

Results
Net charge: +1
Expectation value of S²: 0.754
Multiplicity: 2
E_HOMO (spin up / spin down) (eV): -10.736 / -10.736
Orbital gap (spin up / spin down) (eV): 7.29 / 5.90